(1)
ORCA calculation (wB97M-V/def2-TZVPD) on a structure of composition C54H68Cl3N3OP2SSeSiSn.

Last column: Mulliken charge in e.
Cartesian coordinates (Å):
Sn 0.6406 0.3495 0.1317  1.47
C 0.4373 -0.4323 -3.7134  -0.68
Si -1.2731 -0.6143 -3.0013  0.06
C -1.9325 -2.2552 -2.4517  1.33
C -3.0079 -2.6244 -3.2753  -0.76
C -3.6260 -3.8532 -3.1427  -1.00
C -3.2013 -4.7116 -2.1440  -0.94
C -2.1729 -4.3336 -1.2923  -0.07
C -1.4983 -3.1229 -1.4302  -0.58
P -0.1314 -2.6849 -0.2562  0.71
C -0.6834 -3.6133 1.2825  0.36
C -0.2821 -2.8758 2.5711  -0.52
C 1.1141 -3.2374 3.0645  -0.09
C 1.1636 -4.7272 3.3770  -1.31
C 0.9383 -5.5146 2.0923  -0.56
C -0.3634 -5.1248 1.3768  -1.42
C 1.3608 -3.6114 -0.9085  2.29
C 2.5555 -2.6482 -0.9581  -0.52
C 3.8294 -3.3833 -1.3720  -0.96
C 3.6323 -4.0924 -2.7111  -0.73
C 2.4490 -5.0566 -2.6421  -0.91
C 1.1628 -4.3282 -2.2444  -0.80
C -2.4841 0.5862 -3.7278  0.36
C -2.6437 0.3971 -5.1073  -0.54
C -3.4962 1.2035 -5.8399  -1.03
C -4.2017 2.2023 -5.1895  -1.07
C -4.0578 2.3832 -3.8195  -0.73
C -3.2043 1.5850 -3.0629  0.17
P -2.8950 1.8139 -1.2569  1.49
C -3.9380 3.3283 -0.8607  0.28
C -3.3752 4.1936 0.2825  -1.36
C -3.9270 3.8429 1.6590  0.03
C -5.4458 3.9660 1.6539  -1.24
C -6.0199 2.9795 0.6443  -0.21
C -5.4722 3.2294 -0.7654  -1.17
C -3.5894 0.1705 -0.6839  1.58
C -5.0585 -0.1597 -0.9205  -1.01
C -5.2851 -1.6682 -0.6995  -1.54
C -4.3741 -2.2456 0.4002  0.75
C -4.0287 -1.1765 1.4339  -1.43
C -3.1891 -0.0721 0.7835  1.73
H 0.4010 -0.8218 -4.7376  0.49
H 1.1981 -0.9985 -3.1796  0.05
H 0.7404 0.6135 -3.7711  0.44
H -3.3789 -1.9360 -4.0286  0.50
H -4.4373 -4.1306 -3.8015  0.45
H -3.6763 -5.6747 -2.0128  0.49
H -1.8938 -5.0158 -0.5036  0.24
H -1.7712 -3.5033 1.2041  0.40
H -0.9950 -3.1569 3.3521  0.77
H -0.3646 -1.7952 2.4262  -0.22
H 1.3435 -2.6548 3.9565  0.10
H 1.8634 -2.9888 2.3023  0.02
H 0.3828 -4.9669 4.1046  0.41
H 2.1224 -5.0083 3.8133  0.46
H 0.8896 -6.5822 2.3119  0.48
H 1.8003 -5.3618 1.4381  0.09
H -1.1924 -5.5754 1.9304  0.53
H -0.3483 -5.5868 0.3867  0.43
H 1.5919 -4.3648 -0.1552  -0.88
H 2.6978 -2.1794 0.0234  0.17
H 2.3629 -1.8404 -1.6748  -0.13
H 4.0843 -4.1222 -0.6065  0.34
H 4.6608 -2.6792 -1.4357  0.44
H 4.5388 -4.6368 -2.9768  0.44
H 3.4554 -3.3503 -3.4978  0.25
H 2.6641 -5.8404 -1.9099  0.34
H 2.3064 -5.5462 -3.6067  0.40
H 0.3455 -5.0481 -2.1698  0.33
H 0.8944 -3.6132 -3.0304  0.18
H -2.0866 -0.3800 -5.6248  0.40
H -3.5923 1.0666 -6.9082  0.45
H -4.8695 2.8486 -5.7430  0.47
H -4.6291 3.1724 -3.3563  0.26
H -3.6864 3.8965 -1.7639  0.56
H -3.6594 5.2286 0.0668  0.51
H -2.2886 4.1492 0.2783  0.32
H -3.4890 4.5038 2.4095  0.37
H -3.6440 2.8187 1.9254  -0.12
H -5.7289 4.9856 1.3778  0.37
H -5.8495 3.7627 2.6464  0.45
H -7.1074 3.0596 0.6037  0.42
H -5.7832 1.9696 0.9859  -0.05
H -5.8625 4.1989 -1.0935  0.55
H -5.8646 2.4785 -1.4520  0.44
H -3.0211 -0.5331 -1.3096  -1.18
H -5.3537 0.1093 -1.9367  0.40
H -5.6798 0.4107 -0.2374  0.13
H -5.1068 -2.2042 -1.6344  0.44
H -6.3305 -1.8215 -0.4289  0.46
H -3.4457 -2.6332 -0.0376  -0.81
H -4.8729 -3.0859 0.8826  0.78
H -3.4841 -1.6088 2.2748  0.58
H -4.9538 -0.7545 1.8342  0.49
H -2.1226 -0.3726 0.8184  -1.22
H -3.2729 0.8519 1.3616  -0.76
Se 2.1266 -0.0176 4.7100  0.00
C 1.8299 -0.1398 3.0401  0.25
N 1.6162 -0.2201 1.8700  -0.61
Cl 7.7844 2.1904 5.3788  -0.20
C 6.7342 2.9487 4.2458  0.40
C 5.4195 2.5271 4.1366  -1.22
C 4.5922 3.1105 3.1943  0.93
C 5.0394 4.1258 2.3508  -0.37
C 4.1442 4.7595 1.3079  -0.26
C 2.7459 5.1746 1.8368  -1.41
N 1.7548 4.1051 1.9205  0.34
C 1.0921 3.6655 3.0435  -0.58
C 0.3161 2.6184 2.6524  -0.89
N 0.4851 2.4217 1.3013  0.18
C 1.3544 3.3382 0.8984  -0.75
O 3.9470 4.0170 0.0938  -0.50
C 4.3594 2.6591 -0.0316  0.01
C 5.8370 2.3979 -0.0749  -0.07
C 6.7165 3.0712 -0.8758  0.95
Cl 6.3354 4.2890 -2.0104  -0.19
S 8.3365 2.5251 -0.6709  -0.15
C 7.8331 1.3576 0.4767  -0.44
C 6.4942 1.3967 0.6941  -1.26
C 6.3617 4.5556 2.5144  0.81
Cl 7.0116 5.8429 1.5631  -0.20
C 7.2080 3.9699 3.4410  -0.76
H 5.0473 1.7470 4.7848  0.36
H 3.5806 2.7362 3.1113  -0.18
H 4.6094 5.6969 1.0039  0.90
H 2.3526 5.9306 1.1572  0.39
H 2.8606 5.6207 2.8221  0.40
H 1.2245 4.1163 4.0118  0.52
H -0.3578 2.0156 3.2372  0.63
H 1.6793 3.4814 -0.1175  0.76
H 3.9182 2.3582 -0.9889  0.80
H 3.9150 2.0342 0.7571  -0.24
H 8.5629 0.7045 0.9281  0.46
H 5.9767 0.7403 1.3807  0.52
H 8.2285 4.3126 3.5394  0.47

Forces on atoms 1 to 2 (eV/Å):
0.270 0.562 0.279
-0.118 0.038 0.580

largest force on an atom: 0.019 Eh/bohr
highest occupied orbital energy: -12.13 eV
LUMO: -0.257 Ha
total charge: +2

***

(2)
ORCA calculation (wB97M-V/def2-TZVPD) on a structure of composition C54H69AsBrN4O5PS2Ti at a distorted geometry.

Last column: Mulliken charge in e.
Cartesian coordinates (Å):
Ti -0.3103 -0.2308 0.2279  -0.32
O -0.2090 0.6451 4.1255  -0.49
C 0.9039 1.4195 4.2105  0.36
C 0.9603 2.2664 5.3128  -0.16
C 2.0196 3.1396 5.4826  -0.49
C 3.0497 3.1597 4.5574  -1.03
C 3.0202 2.2787 3.4860  -0.67
C 1.9610 1.3972 3.2884  -0.43
C 1.9970 0.3342 2.1894  -0.13
O 0.7964 0.2919 1.4617  3.10
N 3.2134 0.4822 1.3825  0.35
N 3.3523 -0.1139 0.1623  -0.33
C 4.5225 -0.5824 -0.0476  -0.74
C 5.0448 -1.1802 -1.2756  0.33
Br 3.9507 -1.1242 -2.8030  0.01
C 6.2869 -1.6744 -1.2791  -0.62
C 7.0800 -2.3052 -2.3455  0.60
C 6.5500 -3.1290 -3.3408  -0.38
C 7.3699 -3.6487 -4.3314  -0.63
C 8.7290 -3.3690 -4.3445  -0.41
C 9.2758 -2.5906 -3.3339  -0.54
C 8.4586 -2.0760 -2.3410  -0.51
H -0.1896 0.0408 3.3626  -0.86
H 0.1571 2.2124 6.0381  0.45
H 2.0427 3.8011 6.3402  0.42
H 3.8744 3.8522 4.6677  0.42
H 3.8241 2.3036 2.7658  0.38
H 2.0942 -0.6095 2.7159  0.23
H 4.0081 0.3019 1.9861  0.52
H 5.2571 -0.5577 0.7657  0.15
H 6.8266 -1.5303 -0.3458  0.36
H 5.5035 -3.3940 -3.3260  0.51
H 6.9423 -4.2815 -5.0997  0.37
H 9.3613 -3.7689 -5.1270  0.37
H 10.3384 -2.3853 -3.3168  0.37
H 8.8890 -1.4701 -1.5513  0.34
C -5.1310 1.5125 -1.0182  -1.62
C -4.7814 0.1888 -1.7066  1.09
C -5.6663 -0.0279 -2.9355  -1.56
P -2.9087 -0.0527 -1.8648  1.05
C -2.7933 -1.0230 -3.4557  0.37
C -3.1262 -2.4931 -3.1781  -1.62
C -1.4290 -0.8899 -4.1309  -1.46
C -2.3005 1.5871 -2.3701  0.23
C -2.9940 2.3145 -3.3425  -0.34
C -2.7149 3.6302 -3.6559  0.84
C -3.4627 4.3704 -4.7337  -1.76
C -1.7150 4.2448 -2.9066  -1.52
C -0.9817 3.5355 -1.9816  -0.39
C -1.1856 2.1620 -1.7339  -1.19
N -0.2471 1.4766 -0.8962  1.16
C 1.0366 2.1683 -0.8882  -0.78
C 1.4631 2.9793 0.1748  1.21
C 0.5267 3.4593 1.2524  -1.00
C 2.7467 3.5175 0.1551  -0.62
C 3.6097 3.3356 -0.9107  0.36
C 5.0102 3.8902 -0.9019  -1.63
C 3.1072 2.6822 -2.0279  -0.73
C 1.8370 2.1256 -2.0502  1.49
C 1.3358 1.5836 -3.3648  -1.60
H -6.1552 1.4700 -0.6349  0.51
H -5.0667 2.3492 -1.7155  0.27
H -4.4572 1.7198 -0.1887  0.21
H -5.0467 -0.6062 -1.0020  0.48
H -5.4886 0.7064 -3.7219  0.24
H -6.7111 0.0763 -2.6299  0.49
H -5.5484 -1.0259 -3.3592  0.36
H -3.5485 -0.6125 -4.1273  0.90
H -2.3228 -2.9681 -2.6152  0.01
H -3.2406 -3.0428 -4.1155  0.61
H -4.0543 -2.6016 -2.6079  0.31
H -0.6238 -1.2025 -3.4645  -0.05
H -1.2452 0.1350 -4.4518  0.25
H -1.3910 -1.5367 -5.0115  0.62
H -3.7982 1.8196 -3.8729  0.14
H -4.2840 3.7693 -5.1237  0.36
H -2.8009 4.6179 -5.5661  0.33
H -3.8765 5.3067 -4.3542  0.37
H -1.4892 5.2947 -3.0621  0.44
H -0.1927 4.0525 -1.4526  0.59
H -0.2981 4.0151 0.7987  0.44
H 1.0573 4.1195 1.9410  0.44
H 0.0742 2.6523 1.8156  -0.93
H 3.0663 4.1187 1.0019  0.35
H 5.2148 4.4294 0.0238  0.40
H 5.1656 4.5763 -1.7370  0.37
H 5.7460 3.0876 -0.9994  0.31
H 3.7239 2.6026 -2.9188  0.37
H 2.1684 1.2690 -3.9940  0.53
H 0.7909 2.3656 -3.8975  0.33
H 0.6566 0.7428 -3.2382  -0.21
C -3.7358 -1.2722 1.2720  -0.64
C -2.5839 -1.6203 2.1667  -0.09
C -2.7349 -2.2594 3.3712  -2.14
C -1.4445 -2.6038 3.8193  -1.11
C -0.5492 -2.1654 2.8722  0.34
C 0.9051 -2.5510 2.9721  -2.12
N -1.2354 -1.5249 1.8278  2.82
H -4.3665 -2.1558 1.1256  0.45
H -3.3810 -0.9363 0.3058  -1.15
H -4.3729 -0.4854 1.6814  0.36
H -3.6776 -2.4912 3.8502  0.51
H -1.1813 -3.1247 4.7300  0.62
H 0.9695 -3.6366 3.0650  0.60
H 1.3561 -2.1397 3.8798  0.34
H 1.4946 -2.2724 2.1118  0.07
C -2.4916 -7.0658 2.3827  -1.56
C -1.8207 -5.9992 1.5577  1.07
C -2.5761 -4.9867 0.9717  -0.96
C -1.9736 -3.9828 0.2363  -0.05
C -0.5957 -3.9856 0.1020  0.83
C 0.1810 -4.9890 0.6608  -0.91
C -0.4386 -5.9928 1.3854  -0.98
S 0.2448 -2.7669 -0.8493  0.99
O 1.3416 -2.2129 -0.0651  -0.49
O 0.5579 -3.3771 -2.1022  -0.75
O -0.7045 -1.5879 -1.0030  -0.32
H -3.4788 -7.3003 1.9845  0.38
H -2.6226 -6.7211 3.4117  0.28
H -1.8977 -7.9788 2.4104  0.39
H -3.6524 -4.9825 1.1024  0.36
H -2.5612 -3.1937 -0.2165  0.01
H 1.2567 -4.9720 0.5289  0.57
H 0.1594 -6.7799 1.8302  0.37
C -2.0853 3.6369 3.8758  -0.95
As -2.9877 2.1480 3.0417  1.38
C -3.3784 0.8538 4.4159  -0.96
C -4.7014 2.9731 2.6855  -1.28
S -2.2262 1.5947 1.1602  -0.01
H -2.6630 3.9195 4.7552  0.46
H -2.0791 4.4532 3.1563  0.36
H -1.0654 3.3928 4.1566  0.03
H -3.4752 1.3782 5.3661  0.57
H -2.5855 0.1152 4.4611  0.01
H -4.3153 0.3657 4.1558  0.40
H -5.1353 3.3471 3.6122  0.45
H -5.3739 2.2569 2.2163  0.36
H -4.5304 3.7970 1.9944  0.37

Forces on atoms 1 to 2 (eV/Å):
-1.567 1.934 1.332
0.106 0.033 -0.074

largest force on an atom: 0.055 Eh/bohr
highest occupied orbital energy: -6.90 eV
LUMO: -0.015 Ha

***

(3)
ORCA calculation (wB97M-V/def2-TZVPD) on a structure of composition C54H69IrN7O2PS2 at a distorted geometry.

Last column: Mulliken charge in e.
Cartesian coordinates (Å):
Ir 0.1694 0.4642 0.3645  2.01
C 7.7298 -2.8998 -2.2748  -1.49
C 6.5465 -2.1594 -1.7178  1.01
C 5.5322 -1.6940 -2.5517  -1.10
C 4.4557 -0.9837 -2.0387  -0.03
C 4.3900 -0.7558 -0.6740  0.39
C 5.3937 -1.1905 0.1815  -0.50
C 6.4606 -1.8943 -0.3479  -1.12
S 3.0155 0.1560 0.0139  1.43
O 3.4835 0.7819 1.2650  -0.59
C 1.8885 -1.2452 0.3192  -1.50
C 1.3361 -1.7592 -0.8837  0.24
C 0.7037 -2.9645 -0.8985  -1.28
C 0.4932 -3.6828 0.3009  1.12
C -0.2099 -4.9128 0.3082  -0.74
C -0.4040 -5.5930 1.4743  -0.77
C 0.0947 -5.0781 2.6951  -1.00
C 0.7777 -3.8986 2.7216  -0.42
C 0.9958 -3.1649 1.5236  0.34
C 1.7355 -1.9520 1.5128  0.13
C 2.3961 -1.4431 2.7460  0.46
C 3.4967 -2.1435 3.3278  0.87
C 4.0274 -3.3313 2.7606  -0.47
C 5.0993 -3.9526 3.3345  -0.96
C 5.6950 -3.4258 4.5009  -0.83
C 5.2127 -2.2789 5.0610  -0.91
C 4.1089 -1.6033 4.4859  0.73
C 3.6278 -0.3883 5.0386  -1.43
C 2.5957 0.2848 4.4626  -0.93
C 1.9961 -0.2628 3.3112  0.32
S 0.6937 0.7142 2.5887  1.37
O 0.9742 2.1343 2.7679  -0.68
C -0.6112 0.2853 3.7322  0.15
C -1.0032 -1.0361 3.9128  0.04
C -1.9489 -1.3329 4.8804  -1.21
C -2.4990 -0.3304 5.6814  0.82
C -3.4870 -0.6616 6.7640  -1.67
C -2.0864 0.9857 5.4736  -0.83
C -1.1466 1.3047 4.5039  -1.23
H 7.5596 -3.2099 -3.3044  0.37
H 7.9519 -3.7873 -1.6814  0.38
H 8.6184 -2.2659 -2.2576  0.32
H 5.5931 -1.8786 -3.6183  0.38
H 3.6844 -0.6073 -2.7046  0.25
H 5.3411 -0.9636 1.2407  0.67
H 7.2493 -2.2401 0.3114  0.43
H 1.5319 -1.2319 -1.8121  0.01
H 0.3381 -3.3753 -1.8332  0.55
H -0.5807 -5.3065 -0.6315  0.54
H -0.9347 -6.5369 1.4719  0.44
H -0.0602 -5.6350 3.6107  0.50
H 1.1711 -3.5178 3.6563  0.66
H 3.5871 -3.7397 1.8604  0.61
H 5.5000 -4.8558 2.8922  0.50
H 6.5410 -3.9341 4.9462  0.44
H 5.6717 -1.8629 5.9501  0.48
H 4.1106 0.0081 5.9243  0.45
H 2.2492 1.2345 4.8538  0.70
H -0.5654 -1.8343 3.3207  0.40
H -2.2546 -2.3630 5.0282  0.47
H -3.9513 -1.6332 6.5996  0.39
H -4.2714 0.0925 6.8287  0.41
H -2.9864 -0.6931 7.7340  0.34
H -2.4998 1.7759 6.0908  0.46
H -0.8135 2.3240 4.3517  0.62
N -0.0945 1.9638 -0.5703  -0.37
P -0.2807 3.3199 -1.4352  -0.29
N 0.9215 4.3196 -0.9465  1.22
C 0.9730 5.7377 -1.3603  -0.85
C 1.4243 6.6442 -0.2234  -0.71
C 2.7485 6.1708 0.3654  -0.97
C 2.6371 4.7110 0.7881  -0.60
C 2.1982 3.8393 -0.3756  0.09
N -1.6307 4.2393 -1.2983  0.34
C -2.8859 3.8738 -1.9752  -1.42
C -3.7818 3.0492 -1.0587  0.72
C -4.0566 3.7903 0.2478  -1.48
C -2.7414 4.1845 0.9162  0.20
C -1.8752 4.9874 -0.0470  -0.78
N -0.2570 2.8204 -2.9975  0.59
C 0.1830 1.5117 -3.4857  0.02
C 1.6084 1.5589 -4.0203  -0.10
C 1.7375 2.6225 -5.1096  -1.46
C 1.2434 3.9740 -4.5975  -0.29
C -0.1722 3.8629 -4.0447  -0.99
H -0.0065 6.0390 -1.7256  0.46
H 1.6806 5.8330 -2.1936  0.41
H 0.6603 6.6707 0.5605  0.29
H 1.5104 7.6603 -0.6138  0.41
H 3.0410 6.8003 1.2063  0.45
H 3.5367 6.2698 -0.3903  0.34
H 1.9136 4.5985 1.6026  0.06
H 3.5923 4.3316 1.1573  0.46
H 2.0806 2.8168 -0.0355  -0.74
H 2.9659 3.8526 -1.1629  0.25
H -2.6567 3.3381 -2.8935  0.54
H -3.3884 4.8046 -2.2565  0.43
H -3.2643 2.1046 -0.8441  -0.53
H -4.7125 2.8134 -1.5793  0.64
H -4.6793 3.1911 0.9149  0.45
H -4.6277 4.6987 0.0275  0.56
H -2.1799 3.2891 1.2119  -0.41
H -2.9170 4.7705 1.8209  0.47
H -0.9239 5.2419 0.4103  0.20
H -2.3752 5.9230 -0.3188  0.36
H -0.5071 1.2138 -4.2855  0.65
H 0.0917 0.7875 -2.6826  -1.17
H 1.8825 0.5747 -4.4125  0.53
H 2.2875 1.7852 -3.1873  0.03
H 1.1359 2.3221 -5.9748  0.38
H 2.7681 2.6972 -5.4570  0.49
H 1.2632 4.7221 -5.3925  0.43
H 1.9083 4.3285 -3.8031  -0.02
H -0.8703 3.5853 -4.8428  0.63
H -0.5173 4.8139 -3.6393  0.43
C -1.9473 -1.4286 -1.7325  -1.09
N -2.9831 -0.7285 -0.9929  0.50
C -4.1622 -0.3479 -1.7657  -1.26
C -2.8029 -0.3964 0.2895  -0.19
N -1.6003 -0.4238 0.8669  0.56
N -3.8957 -0.1123 1.0370  0.35
C -3.7817 0.7027 2.2449  -1.27
C -5.1075 -0.9310 0.9690  -1.26
H -2.4241 -2.0376 -2.4998  0.59
H -1.3988 -2.0726 -1.0535  0.16
H -1.2512 -0.7376 -2.2152  0.28
H -3.8368 0.1047 -2.7034  0.41
H -4.7611 0.3745 -1.2218  0.52
H -4.7737 -1.2210 -1.9974  0.32
H -1.7244 -0.4996 1.8674  -0.63
H -2.9658 1.4138 2.1439  -0.02
H -3.6229 0.0893 3.1384  0.57
H -4.7087 1.2616 2.3732  0.53
H -4.9907 -1.7307 0.2433  0.43
H -5.9779 -0.3285 0.7067  0.34
H -5.2792 -1.3814 1.9481  0.36

Forces on atoms 1 to 2 (eV/Å):
-0.651 0.783 1.187
-0.008 -0.010 0.005

largest force on an atom: 0.030 Eh/bohr
highest occupied orbital energy: -12.57 eV
LUMO: -0.220 Ha
total charge: +2